(1)
Below is 5 unconnected molecules or ions with the total composition C8H11Cl14NO at a distorted geometry, with properties calculated with ωB97M-V with the def2-TZVPD basis set.

Values from the calculation:
E_HOMO, eV: -9.5
Multiplicity: 1
Charge: 0
Kohn-Sham gap, eV: 9.45
E_LUMO, Eh: -0.001
SMILES: ClC(Cl)(Cl)Cl.ClC(Cl)(Cl)Cl.ClC(Cl)(Cl)Cl.CN(C)C=O.ClCCCl

Geometry (Å):
Cl1 -2.11714 -4.29445 5.20046
Cl2 3.82025 2.42282 -1.06347
Cl3 -0.06675 -3.24143 3.49713
Cl4 2.15658 2.47786 -3.40534
Cl5 -0.92015 4.04052 1.07480
Cl6 -2.49404 -1.74183 3.94279
Cl7 -2.81845 -3.14437 -4.19066
Cl8 1.21931 3.60583 2.93252
Cl9 4.97480 1.98573 -3.64564
Cl10 -1.19449 2.05966 3.14933
Cl11 -0.56612 -2.03752 6.06557
Cl12 -1.20868 4.86961 3.80996
Cl13 -0.50274 -0.76500 -4.20660
Cl14 3.27345 -0.01809 -2.49189
O1 -1.93615 -0.79282 -0.02933
N1 0.01855 0.36723 0.08818
C1 -0.20488 1.11846 -1.11266
C2 -1.93704 -2.56450 -2.75345
C3 3.54911 1.69988 -2.65236
C4 -1.30558 -2.81964 4.67922
C5 -0.53652 3.64663 2.73795
C6 1.25197 0.59408 0.78686
C7 -0.92172 -0.48330 0.55482
C8 -0.54194 -2.13507 -3.07223
H1 1.50298 1.64143 0.96671
H2 -0.70033 -0.83678 1.57499
H3 0.05205 -2.94666 -3.48193
H4 -0.08745 -1.78247 -2.14596
H5 2.10533 0.21205 0.20951
H6 -1.90425 -3.39205 -2.04663
H7 0.45564 0.81442 -1.93535
H8 -0.00378 2.18370 -0.98443
H9 -2.48812 -1.74849 -2.29582
H10 -1.20167 0.93206 -1.50236
H11 1.27801 0.07248 1.74532

---

(2)
Below is a molecular structure, C8H11ClF9OScSn at a distorted geometry, with properties calculated with ωB97M-V with the def2-TZVPD basis set.

Values from the calculation:
E_HOMO, eV: -8.3
Multiplicity: 1
Charge: 0
Kohn-Sham gap, eV: 5.09
Energy above the lowest of the compared OMol25 structures with the same formula, charge and spin, kcal per mole: 0.0
E_LUMO, Eh: -0.119

Geometry (Å):
Sn1 -1.54083 0.33221 0.13636
Sc1 0.89285 -0.26427 -2.92615
Cl1 2.08405 -2.14249 -2.29800
F1 -0.31742 -1.14294 4.67483
F2 2.42400 0.90706 2.23044
F3 -0.41253 -2.18652 2.74399
F4 -0.65851 1.60141 4.41578
F5 1.93694 0.50392 4.33724
F6 -1.96420 -0.73735 3.26467
F7 2.19359 -1.15742 2.91604
F8 0.38889 2.55040 2.72286
F9 -1.62725 1.76597 2.44974
O1 0.12743 -0.05775 1.28548
C1 -0.35520 1.01797 -1.50662
C2 -2.56634 -1.55551 0.31439
C3 -0.61842 -0.99734 3.36084
C4 -0.41846 1.52481 3.08161
C5 1.70963 0.09973 3.05120
C6 2.32535 1.16410 -3.72911
C7 0.16894 0.14640 2.65810
C8 -0.46272 -0.78050 -4.55287
H1 2.04563 1.47260 -4.74781
H2 -3.41208 -1.49076 -0.38817
H3 -1.50808 -0.77485 -4.21684
H4 -0.21091 -1.77839 -4.93659
H5 2.36385 2.06800 -3.10347
H6 0.29095 1.86486 -1.19542
H7 -1.02807 1.42120 -2.30683
H8 -0.34362 -0.04137 -5.35822
H9 -2.95019 -1.68053 1.33077
H10 3.33386 0.72445 -3.75691
H11 -1.89114 -2.37710 0.04870

---

Q: What is the charge in the second record?
A: 0

---

Q: Which formula does entry 2 have?
A: C8H11ClF9OScSn

---

Repeat the second record exactly.
Below is a molecular structure, C8H11ClF9OScSn at a distorted geometry, with properties calculated with ωB97M-V with the def2-TZVPD basis set.

Values from the calculation:
E_HOMO, eV: -8.3
Multiplicity: 1
Charge: 0
Kohn-Sham gap, eV: 5.09
Energy above the lowest of the compared OMol25 structures with the same formula, charge and spin, kcal per mole: 0.0
E_LUMO, Eh: -0.119

Geometry (Å):
Sn1 -1.54083 0.33221 0.13636
Sc1 0.89285 -0.26427 -2.92615
Cl1 2.08405 -2.14249 -2.29800
F1 -0.31742 -1.14294 4.67483
F2 2.42400 0.90706 2.23044
F3 -0.41253 -2.18652 2.74399
F4 -0.65851 1.60141 4.41578
F5 1.93694 0.50392 4.33724
F6 -1.96420 -0.73735 3.26467
F7 2.19359 -1.15742 2.91604
F8 0.38889 2.55040 2.72286
F9 -1.62725 1.76597 2.44974
O1 0.12743 -0.05775 1.28548
C1 -0.35520 1.01797 -1.50662
C2 -2.56634 -1.55551 0.31439
C3 -0.61842 -0.99734 3.36084
C4 -0.41846 1.52481 3.08161
C5 1.70963 0.09973 3.05120
C6 2.32535 1.16410 -3.72911
C7 0.16894 0.14640 2.65810
C8 -0.46272 -0.78050 -4.55287
H1 2.04563 1.47260 -4.74781
H2 -3.41208 -1.49076 -0.38817
H3 -1.50808 -0.77485 -4.21684
H4 -0.21091 -1.77839 -4.93659
H5 2.36385 2.06800 -3.10347
H6 0.29095 1.86486 -1.19542
H7 -1.02807 1.42120 -2.30683
H8 -0.34362 -0.04137 -5.35822
H9 -2.95019 -1.68053 1.33077
H10 3.33386 0.72445 -3.75691
H11 -1.89114 -2.37710 0.04870